82
Properties=species:S:1:pos:R:3:forces:R:3:lowdin_charge:R:1 method="wB97M-V/def2-TZVPD" relative_energy_kj_mol=229.3 charge=-1 multiplicity=1 total_energy_ha=-4692.2874 gap_ev=4.72
Sc -1.326642 -0.539718 -1.632340 0.283 -0.602 0.424 0.528
C -2.944918 -0.929086 1.442784 0.004 -0.035 0.007 -0.063
N -1.937156 -1.593150 0.584093 0.140 -0.114 -0.075 -0.203
C -0.785618 -1.935216 1.442700 -0.022 0.022 0.079 -0.176
C 0.400753 -2.447764 0.659002 0.015 -0.087 0.030 -0.169
N 0.955237 -1.388351 -0.189737 0.001 -0.081 -0.093 -0.115
C 1.834630 -0.469577 0.548984 0.147 -0.068 -0.061 -0.080
C 1.692589 -1.886625 -1.343906 -0.124 0.142 -0.004 -0.307
C 2.343213 -3.110418 -1.332377 0.006 -0.033 0.005 -0.027
C 3.068062 -3.522607 -2.440423 0.026 -0.037 -0.027 -0.083
C 3.150120 -2.698011 -3.551453 0.006 -0.010 -0.003 -0.085
C 2.503928 -1.474413 -3.559017 -0.018 0.027 0.015 -0.111
C 1.765696 -1.045120 -2.458111 -0.031 -0.065 -0.026 -0.629
S 0.891999 0.480103 -2.514447 -0.047 0.251 0.130 0.663
C -2.555070 -2.767744 -0.045244 0.082 0.066 0.188 -0.288
C -2.288664 -4.066536 0.395587 -0.057 0.047 -0.083 -0.035
C -2.900424 -5.153517 -0.200272 0.032 -0.020 0.035 -0.079
C -3.795895 -4.951259 -1.241188 -0.017 -0.070 -0.017 -0.083
C -4.068532 -3.672460 -1.673184 -0.059 0.101 -0.029 -0.117
C -3.467916 -2.552932 -1.085127 -0.097 0.054 -0.101 -0.648
S -3.837154 -0.946287 -1.703765 -0.023 0.022 0.094 0.638
H -3.279965 -1.624004 2.219820 -0.020 0.016 -0.015 0.108
H -2.495067 -0.064520 1.928271 -0.018 0.012 0.004 0.075
H -3.786257 -0.612440 0.832691 -0.016 0.009 0.039 0.045
H -0.493581 -1.034848 1.987512 -0.075 -0.275 -0.165 0.091
H -1.078840 -2.653114 2.215449 0.016 -0.023 -0.017 0.127
H 1.147665 -2.834415 1.364101 -0.020 -0.003 -0.019 0.136
H 0.109239 -3.272773 0.008849 -0.038 0.037 0.024 0.117
H 2.065592 -0.850864 1.546268 0.004 0.019 -0.044 0.154
H 2.753973 -0.326975 -0.015417 -0.001 -0.018 0.042 0.139
H 0.595834 1.040407 0.005493 0.089 -0.088 -0.004 0.067
H 2.297187 -3.749994 -0.461051 -0.009 -0.004 0.021 0.110
H 3.569103 -4.481177 -2.431016 -0.003 -0.013 0.013 0.100
H 3.710049 -3.011289 -4.422643 0.010 -0.020 -0.009 0.102
H 2.537949 -0.840535 -4.435016 0.006 0.013 -0.002 0.104
H -1.597883 -4.244881 1.204851 0.009 -0.029 0.021 0.103
H -2.674155 -6.153663 0.144124 0.011 -0.001 0.016 0.102
H -4.272156 -5.795154 -1.723462 0.001 -0.003 0.001 0.104
H -4.750401 -3.506412 -2.496324 -0.001 0.021 -0.002 0.104
C -1.884102 -0.613738 -7.448108 0.017 0.064 -0.059 -0.414
S -1.384127 -1.944562 -6.343819 -0.083 0.070 -0.004 0.843
C -1.533577 -1.194620 -4.769323 0.229 -0.325 -0.035 -1.089
S -1.184181 -2.298785 -3.488290 0.070 0.134 -0.061 0.611
N -1.863745 0.061553 -4.734895 -0.150 0.115 0.272 -0.041
N -1.911953 0.564678 -3.457402 -0.349 0.290 -0.401 -0.200
C -2.361609 1.755633 -3.338761 0.034 -0.075 -0.093 -0.088
C -2.390731 2.363402 -2.014514 0.056 0.033 -0.119 -0.252
C -2.867818 3.654521 -1.835818 0.052 -0.095 0.088 0.001
C -2.838805 4.213737 -0.568524 -0.029 0.012 -0.062 -0.035
C -2.338591 3.463065 0.477640 0.065 -0.115 0.049 -0.015
C -1.899211 2.173615 0.216656 -0.044 0.170 0.065 -0.102
N -1.910562 1.621850 -0.992580 -0.075 0.148 -0.231 0.029
H -1.770026 -1.009157 -8.456372 -0.002 -0.011 -0.014 0.026
H -1.247551 0.258286 -7.322398 0.022 -0.028 0.023 0.033
H -2.920104 -0.327796 -7.283227 0.001 -0.039 0.046 0.034
H -2.711420 2.310613 -4.204158 0.065 -0.014 -0.020 0.138
H -3.244766 4.205176 -2.685767 -0.001 0.000 -0.025 0.118
H -3.195819 5.221711 -0.406162 0.006 0.008 0.011 0.116
H -2.265400 3.849801 1.483698 -0.017 0.014 0.001 0.122
H -1.507359 1.578737 1.022669 0.078 -0.046 0.089 0.072
O 1.023898 3.328699 7.450022 -0.059 0.008 -0.001 -0.388
S 2.427466 3.274620 7.821901 0.009 0.020 -0.004 0.384
O 2.880201 4.385688 8.634296 0.001 0.031 0.023 -0.380
O 2.881180 1.965729 8.269073 0.031 -0.075 0.012 -0.380
C 3.308011 3.459666 6.233644 -0.051 0.006 0.132 -0.369
N 4.457110 4.124396 6.219179 0.206 0.147 0.112 0.099
C 5.059125 4.202298 5.037394 0.015 -0.039 -0.155 -0.151
C 4.548388 3.652149 3.878083 -0.096 0.003 0.231 -0.025
C 3.329920 2.970504 4.000887 0.092 0.002 -0.079 -0.241
N 2.737442 2.876058 5.195523 -0.101 -0.084 -0.243 0.144
C 2.641225 2.339979 2.881442 -0.064 -0.066 0.031 -0.203
C 1.413215 1.696801 3.087732 0.001 -0.001 -0.037 -0.036
C 0.684076 1.132490 2.090256 -0.105 0.141 0.072 -0.111
N 1.282275 0.920623 0.760230 -0.049 0.089 -0.014 -0.085
C 2.325568 1.944576 0.498244 -0.121 -0.043 -0.062 -0.085
C 3.000630 2.498789 1.528528 0.060 0.056 -0.020 -0.058
H 6.007142 4.734702 5.012217 -0.008 0.009 0.033 0.097
H 5.080628 3.744935 2.942792 0.001 -0.016 -0.046 0.086
H 0.991107 1.698119 4.086062 0.039 0.044 0.040 0.125
H -0.251722 0.628202 2.258989 0.036 0.205 -0.034 0.060
H 2.533162 2.045393 -0.555614 0.012 0.073 0.043 0.079
H 3.814902 3.155210 1.243536 0.018 0.018 0.053 0.108